{"formula": "C28H40ClCsN2O14P2", "method": "ωB97M-V/def2-TZVPD", "elements": ["Cs", "Cl", "P", "P", "O", "O", "O", "O", "O", "O", "O", "O", "O", "O", "O", "O", "O", "O", "N", "N", "C", "C", "C", "C", "C", "C", "C", "C", "C", "C", "C", "C", "C", "C", "C", "C", "C", "C", "C", "C", "C", "C", "C", "C", "C", "C", "C", "C", "H", "H", "H", "H", "H", "H", "H", "H", "H", "H", "H", "H", "H", "H", "H", "H", "H", "H", "H", "H", "H", "H", "H", "H", "H", "H", "H", "H", "H", "H", "H", "H", "H", "H", "H", "H", "H", "H", "H", "H"], "xyz": [[-1.037073, 0.085323, 1.315436], [0.322634, 4.605930, 3.183980], [1.565885, -0.337415, -1.081751], [0.711601, 2.427325, -0.459973], [-2.578786, -1.963998, -0.574020], [-4.353177, 0.974409, 4.359716], [0.681230, 2.917238, -2.077782], [-1.432449, -2.662585, 1.915059], [2.744801, -0.955430, -2.033802], [1.315409, -1.189221, 0.079996], [-4.987792, -7.557697, 0.680871], [-0.665661, 1.994175, -0.189817], [1.866332, 1.932212, 3.591977], [1.054235, 3.851931, 0.193481], [-5.957497, -7.123500, -1.194382], [-2.737209, 1.176110, 2.798426], [1.311952, 1.625658, 1.464644], [0.397428, -0.117043, -2.115280], [-5.192687, -6.805401, -0.276709], [-1.133251, -0.490839, 4.320286], [-0.170766, 2.922584, 2.884151], [0.461149, -0.950869, -4.372903], [-0.177637, -1.105116, -2.996774], [2.252660, 4.626076, 0.233540], [-4.551108, -5.553303, -0.324457], [-3.190502, -3.032952, -0.457798], [-4.781860, -4.668444, -1.411422], [-0.538891, -1.304492, 6.489299], [-4.142449, -3.476892, -1.468989], [-3.675089, -5.166474, 0.687159], [-0.509089, 3.527042, -2.563664], [-2.547632, -0.055309, 6.190212], [-3.008087, -3.962372, 0.659410], [-1.453592, 2.473806, -3.132697], [-1.683930, -0.731992, 7.030110], [2.139164, 1.354333, -0.863062], [-2.105062, -3.655218, 1.761989], [-0.062679, -2.524865, -2.466079], [4.528991, -2.385441, -2.617054], [-0.109609, 4.533725, -3.637501], [3.721580, -1.826708, -1.455920], [3.400483, 3.971167, 0.997290], [2.704133, 5.050547, -1.161151], [-2.236023, 0.050575, 4.834132], [-3.209264, 0.807396, 3.896054], [4.602125, -1.099948, -0.445999], [-0.316676, -1.156493, 5.130028], [1.102047, 2.087990, 2.641509], [-4.311225, -2.793001, -2.292993], [-1.013756, 4.046613, -1.741759], [-0.862179, 2.901857, 2.048333], [-0.954079, 1.936426, -3.943103], [2.551300, 1.671275, -1.816485], [3.198095, -2.636332, -0.937805], [4.150263, 4.735700, 1.212335], [-2.062646, -4.474614, 2.520922], [-3.518714, -5.847576, 1.516379], [2.914551, 4.173695, -1.772653], [0.485881, 5.342332, -3.213658], [-0.074706, -1.553048, -5.108527], [4.013699, -0.821911, 0.429690], [1.927980, 5.634626, -1.654972], [-5.476673, -4.974267, -2.180922], [-0.995931, 4.956303, -4.114557], [0.162593, -1.849215, 7.108774], [5.013304, -1.565281, -3.151130], [5.025441, -0.198064, -0.894814], [5.291160, -3.077232, -2.255537], [-0.526495, -2.591251, -1.484166], [-0.572401, -3.207528, -3.147603], [3.606149, 5.661159, -1.082395], [5.417492, -1.750626, -0.126453], [0.562789, -1.589430, 4.661797], [3.866553, 3.181863, 0.406022], [-2.360650, 2.943590, -3.520269], [0.490959, 4.022925, -4.394257], [1.502789, -1.271151, -4.331283], [0.434343, 0.095844, -4.680443], [2.879043, 1.355098, -0.071402], [1.944664, 5.509290, 0.796896], [3.873499, -2.912597, -3.311581], [-1.894906, -0.820990, 8.090236], [-1.716225, 1.768485, -2.346501], [3.062129, 3.547274, 1.940123], [-0.659036, 2.569707, 3.786140], [-3.466943, 0.395923, 6.535259], [0.986471, -2.817881, -2.387171], [-1.232894, -0.833524, -3.050234]], "atomic_forces_ev_per_a": [[-0.4, -2.9, 0.2], [0.0, 0.5, 0.1], [0.7, -0.3, -0.9], [0.8, 1.3, -0.9], [-0.1, 0.0, -0.1], [0.1, 0.0, 0.0], [-0.1, 0.0, 0.3], [-0.1, -0.6, 0.2], [-0.2, 0.2, 0.2], [0.4, -0.1, 0.0], [0.1, 0.1, -0.1], [0.1, 1.6, -1.3], [-0.1, 0.0, -0.1], [0.0, -0.2, 0.0], [0.1, 0.1, 0.0], [-1.1, 0.6, 1.2], [0.4, 0.3, 0.1], [0.1, -0.1, 0.0], [-0.3, -0.4, 0.1], [-0.1, 0.2, 0.2], [0.2, -0.5, -0.1], [0.0, 0.2, 0.2], [-0.1, -0.3, -0.3], [0.3, 0.1, -0.1], [0.2, 0.5, -0.1], [0.0, -0.1, 0.0], [0.0, -0.2, 0.1], [0.0, 0.0, 0.0], [0.0, 0.1, -0.1], [-0.1, -0.2, 0.1], [-0.2, 0.1, -0.2], [0.0, 0.0, 0.1], [0.0, 0.3, -0.3], [0.1, 0.0, 0.2], [0.0, 0.0, -0.1], [-0.5, -0.2, 0.3], [0.0, -0.2, 0.2], [0.1, 0.2, 0.2], [-0.2, 0.1, 0.1], [0.1, -0.1, 0.2], [0.3, -0.2, 0.1], [-0.3, -0.1, 0.0], [-0.2, 0.0, 0.1], [-0.1, 0.0, 0.1], [-0.3, 0.2, 0.2], [-0.2, 0.0, -0.1], [0.1, -0.1, 0.0], [0.4, 0.2, 0.3], [0.0, 0.0, 0.0], [0.0, 0.0, 0.0], [0.0, 0.2, 0.1], [0.0, 0.0, 0.0], [0.0, 0.0, -0.1], [0.0, 0.0, 0.0], [0.0, 0.0, -0.1], [0.0, 0.0, 0.0], [0.0, 0.0, 0.0], [0.0, 0.0, -0.1], [0.0, 0.0, 0.0], [0.0, 0.0, 0.0], [0.1, 0.0, 0.0], [0.0, 0.0, 0.0], [0.0, 0.0, 0.0], [0.0, 0.0, 0.0], [0.0, 0.0, 0.0], [0.0, 0.0, 0.0], [0.0, 0.0, 0.0], [0.0, 0.0, 0.0], [0.0, 0.0, 0.0], [0.0, 0.0, 0.0], [0.0, 0.0, 0.0], [0.0, 0.0, 0.0], [0.0, 0.0, 0.0], [0.1, 0.0, 0.0], [0.0, 0.0, 0.0], [0.0, 0.0, 0.0], [0.0, 0.0, 0.0], [0.0, 0.0, 0.0], [0.0, 0.0, 0.1], [0.0, 0.0, 0.0], [0.0, 0.0, 0.0], [0.0, 0.0, 0.0], [0.0, 0.0, -0.1], [0.0, 0.0, 0.0], [0.0, 0.0, 0.0], [0.0, 0.0, 0.0], [0.0, -0.1, -0.1], [0.0, 0.0, 0.1]], "e_homo_ev": -3.10, "total_charge": -2}

{"formula": "C4H12N3S", "method": "ωB97M-V/def2-TZVPD", "elements": ["S", "N", "N", "N", "C", "C", "C", "C", "H", "H", "H", "H", "H", "H", "H", "H", "H", "H", "H", "H"], "xyz": [[1.678696, -1.463742, -0.375796], [-1.106928, 1.016118, 0.050294], [-1.049753, -2.454093, -0.463266], [-1.339228, -1.340404, -0.363025], [3.373576, -1.340679, 0.320533], [-1.417858, -0.185711, -0.677240], [-0.415752, 1.939582, -0.976748], [-2.125925, 1.481664, 0.969204], [-1.209372, 2.471531, -1.573891], [-2.378325, 2.565014, 0.983368], [-1.671399, -3.209152, -0.547780], [1.624817, -2.723392, -0.156550], [-0.235124, 0.885142, 0.662580], [-1.814103, 1.046162, 1.933896], [4.181472, -1.893991, -0.095270], [0.135561, 1.280033, -1.542546], [3.316977, -1.641403, 1.421127], [0.134628, 2.676607, -0.524830], [3.499409, -0.212638, 0.303721], [-3.181369, 1.103349, 0.652226]], "atomic_forces_ev_per_a": [[1.3, 1.1, -0.2], [3.6, 0.2, 0.0], [2.7, -3.6, -0.6], [-1.3, 3.3, -0.1], [-1.3, 2.1, 2.5], [-0.2, 1.1, -0.2], [-4.5, 0.6, -0.6], [-3.7, 0.1, 0.6], [0.8, -0.9, 0.4], [1.3, -0.5, 0.1], [-1.7, -0.9, 0.6], [-0.6, -1.7, 0.2], [-1.4, -0.7, -0.8], [-0.8, 0.6, -0.2], [0.3, -0.2, -1.0], [1.3, -1.1, -1.4], [0.0, 0.5, -1.5], [1.5, 1.5, 1.6], [0.6, -1.5, 0.0], [2.0, 0.0, 0.5]], "e_homo_ev": -12.36, "total_charge": 1}

{"formula": "C5H11O2", "method": "ωB97M-V/def2-TZVPD", "elements": ["O", "O", "C", "C", "C", "C", "C", "H", "H", "H", "H", "H", "H", "H", "H", "H", "H", "H"], "xyz": [[-2.179053, 0.803430, 1.352196], [-0.097725, 0.723152, 1.928034], [-1.094779, 0.210939, 1.474817], [0.399764, 0.318403, -2.756963], [0.917210, -0.303869, -1.538926], [2.351807, -0.086441, -1.078650], [-0.811206, -1.396903, 1.313783], [2.514325, 0.993290, -1.283424], [2.256138, -0.189628, 0.034314], [-1.038224, -1.731021, 2.310854], [0.333423, -1.455973, 1.039333], [3.240094, -0.431731, -1.598792], [0.399156, -0.147003, -3.696578], [0.250705, -0.050878, -0.584215], [0.805445, -1.513994, -1.972393], [0.910225, 1.321424, -3.031095], [-1.400982, -1.925777, 0.544531], [-0.632860, 0.465869, -2.488744]], "atomic_forces_ev_per_a": [[-1.2, -1.1, -1.0], [3.4, 1.4, 0.9], [-1.1, -1.3, 0.2], [0.0, 4.1, -0.4], [-0.1, -4.8, 0.7], [-0.8, 2.3, 0.7], [1.0, 1.6, -1.6], [-0.2, 0.0, 0.7], [1.1, -0.2, -1.0], [0.2, -0.6, 0.3], [-2.4, -0.2, 0.8], [-0.3, -1.3, 0.1], [0.4, -1.5, -1.0], [1.3, -0.9, -2.4], [0.1, 2.7, 2.4], [-1.0, -1.0, 0.8], [0.1, 0.2, 0.4], [-0.6, 0.7, -0.6]], "e_homo_ev": -3.77, "total_charge": -1}

Taking the records one at a time from the top gives M values of 858.93 134.23 103.14 g/mol.
Taking the records one at a time from the top gives frontier orbital gap values of 0.24680 0.30113 0.27566 hartree.
Taking the records one at a time from the top gives relative energy (zero: lowest compared OMol25 entry of this formula, charge and spin) values of 39.3 140.5 53.4 kcal per mole.